(1)
19
Properties=species:S:1:pos:R:3:mulliken_charge:R:1 method="wB97M-V/def2-TZVPD" homo_energy_ev=-6.9 gap_ev=6.820 e_lumo_ev=-0.1 spin_multiplicity=1
C 1.95177 0.14049 -1.60904 -0.340
C -0.68053 0.45952 1.31540 -0.258
H -0.98990 -0.29507 -1.15516 0.355
H 2.69026 0.13747 -0.75769 0.260
O 1.47203 1.55774 -1.81217 -0.516
C -0.16356 -0.85378 -0.77559 -0.209
H -2.83138 1.40136 1.40849 0.330
H 1.19647 -1.96550 -1.75297 0.441
H 0.03118 0.83579 2.10721 0.341
H 2.05399 2.05259 -1.23586 0.309
H 2.31320 -0.15826 -2.65930 0.236
C -2.23215 0.43861 1.53220 -1.218
C -0.18766 -0.89026 0.74566 -0.868
H -2.57040 -0.20582 0.75822 0.342
C 0.99205 -0.99925 -1.32962 -0.636
H -0.36026 1.17921 0.53085 0.223
H 0.74681 -1.32024 1.07880 0.467
H -2.50354 0.09796 2.46039 0.340
H -0.92838 -1.61258 1.15017 0.400

=====

(2)
19
Properties=species:S:1:pos:R:3:mulliken_charge:R:1 method="wB97M-V/def2-TZVPD" homo_energy_ev=-8.6 gap_ev=9.506 e_lumo_ev=0.9 smiles="C=C/C=C/CC.O" spin_multiplicity=1
C -0.00411 -0.49085 0.19932 -0.246
H 1.43090 0.91631 -1.34765 0.310
H 0.46530 -1.26010 -0.49501 0.248
H -1.16321 1.18197 0.49539 0.335
H 2.86346 1.21850 -1.47950 0.297
H 0.12341 1.12880 2.25534 0.289
C -1.41860 0.48966 -1.51009 -0.247
H -0.27785 -1.72303 2.05582 0.259
H 1.39205 -1.49006 1.69510 0.317
C -1.93575 -0.65701 -1.95430 -0.716
C 0.43110 -0.88785 1.56462 -0.494
H 0.03665 0.00186 3.46454 0.380
H 1.58914 0.40330 3.01205 0.277
C -0.81131 0.52339 -0.24255 -0.233
H -1.59145 -1.50977 -1.37248 0.235
C 0.58201 0.21126 2.67695 -1.114
H -2.50403 -0.94437 -2.79748 0.321
O 2.24879 0.69484 -0.97367 -0.586
H -1.41478 1.38620 -2.10040 0.371

=====

(3)
19
Properties=species:S:1:pos:R:3:mulliken_charge:R:1 method="wB97M-V/def2-TZVPD" homo_energy_ev=-7.6 gap_ev=8.088 e_lumo_ev=0.5 smiles="C=C/C(C)=C/C.O" spin_multiplicity=1
H -0.88632 -1.79187 2.30393 0.331
H 2.45024 -0.47261 0.20441 0.396
C -0.89258 -1.14278 0.18198 -0.099
C 1.53946 -0.87594 0.64070 -1.176
H 1.19442 -0.53242 1.61277 0.282
H 0.06502 2.58770 0.28134 0.325
H -1.41150 -1.78702 -0.54970 0.307
H 0.66987 4.13844 0.24634 0.301
O 0.75824 3.19784 0.01046 -0.632
C 0.32779 -0.80220 -0.30488 0.604
C -1.34914 -1.07947 1.58257 -1.339
H 1.32559 0.65633 -1.46974 0.246
C -0.52518 0.29541 -2.41331 -0.691
H -0.60114 1.29640 -2.82595 0.254
H -1.04654 -0.12541 2.05834 0.279
H -2.37681 -1.37147 1.75979 0.351
C 0.41734 0.06528 -1.49406 -0.350
H -1.41409 -0.30733 -2.53000 0.297
H 1.75535 -1.94889 0.70500 0.314

=====

(4)
19
Properties=species:S:1:pos:R:3:mulliken_charge:R:1 method="wB97M-V/def2-TZVPD" homo_energy_ev=-9.5 gap_ev=10.646 e_lumo_ev=1.1 smiles=CC[C@H]1CCCO1 spin_multiplicity=1
H -1.27349 2.04417 -0.20846 0.354
H 2.29697 -1.25946 0.62278 0.295
H 1.65617 1.33462 -0.89509 0.309
H 1.15159 -0.28189 -1.38938 0.296
O -0.21656 -0.81406 0.88668 -0.422
H -2.66795 0.41669 0.95244 0.266
H 0.38233 1.10375 1.21946 0.334
H -0.90035 0.88998 -1.49462 0.323
H 2.85239 0.35119 1.10038 0.304
H -2.98361 -0.06116 -0.73081 0.332
C -1.43281 -1.23147 0.29486 -0.444
C 1.39981 0.33622 -0.51437 -0.462
C 0.15304 0.46341 0.35576 0.081
C -2.20392 0.05677 0.02728 -0.512
C 2.57506 -0.27242 0.24210 -1.250
H 3.45727 -0.37769 -0.39790 0.367
C -1.07222 0.98884 -0.41548 -0.734
H -1.92956 -1.91385 0.99118 0.298
H -1.24416 -1.77363 -0.64680 0.266

=====

(5)
19
Properties=species:S:1:pos:R:3:mulliken_charge:R:1 method="wB97M-V/def2-TZVPD" homo_energy_ev=-9.9 gap_ev=10.922 e_lumo_ev=1.0 smiles=CC1(O)CCCC1 spin_multiplicity=1
C 1.43139 0.08817 -0.95223 -0.409
H 1.56369 -0.93305 1.14801 0.278
H -1.86477 0.70735 1.88743 0.377
H 0.63720 -1.72410 -0.10967 0.315
C 0.92981 -0.73458 0.27228 -1.034
H -1.56755 1.09492 -0.83286 0.412
H 1.14897 1.26023 1.18882 0.398
H -0.65044 -0.24175 2.72860 0.343
H -1.70989 -0.67177 -0.83418 0.293
C -1.00183 0.16406 -0.74705 -0.911
C -0.30249 0.11564 0.62493 1.247
C 0.14046 0.02453 -1.79400 -0.647
H 1.60286 1.14655 -0.72154 0.322
H -1.86573 -1.06569 1.69843 0.342
H 2.33441 -0.27447 -1.45260 0.386
C -1.22748 -0.18236 1.79868 -1.720
H 0.05864 0.77259 -2.58822 0.340
H 0.11906 -0.96419 -2.26821 0.290
O 0.22369 1.41793 0.95339 -0.624

=====

(6)
19
Properties=species:S:1:pos:R:3:mulliken_charge:R:1 method="wB97M-V/def2-TZVPD" homo_energy_ev="-6.9 / -8.7" gap_ev="6.945 / 9.454" e_lumo_ev="0.0 / 0.8" spin_multiplicity=1
H -2.05598 1.52681 0.43194 0.342
H -1.78808 -0.88567 1.03883 0.347
H -2.46985 -1.61769 -0.98034 0.037
C -0.45070 -1.46290 -0.37689 -0.514
H 1.39645 1.25700 -1.24160 0.283
C 1.41238 -0.26501 0.27998 0.351
C -1.76205 0.76935 -0.30572 -1.201
H -1.13865 1.27791 -1.05518 0.225
H 2.55560 1.55997 0.07443 0.368
H 2.91352 0.33170 -1.14936 0.350
C 2.11040 0.78685 -0.55979 -1.318
H -2.62896 0.31738 -0.79488 0.382
O 0.85037 -1.27630 -0.62445 -0.411
C 0.22535 0.19574 1.15645 -0.825
C -1.02559 -0.36860 0.43829 0.185
H 0.30493 -0.19070 2.17632 0.307
H 2.15886 -0.79653 0.88706 0.238
H 0.19953 1.28866 1.20640 0.354
H -0.80751 -2.44796 -0.60147 0.500

=====

(7)
19
Properties=species:S:1:pos:R:3:mulliken_charge:R:1 method="wB97M-V/def2-TZVPD" homo_energy_ev=-8.0 gap_ev=8.905 e_lumo_ev=0.9 spin_multiplicity=1
H 0.59615 -0.70516 2.30552 0.337
H -0.80865 1.89940 -1.48376 0.270
C 2.30921 0.11139 -0.27084 -1.409
H -0.96737 0.68040 1.02518 0.130
C -0.77576 0.90574 -1.03935 -0.751
C -2.14800 -0.94687 -0.10175 -1.063
H 2.13142 0.22479 -1.34435 0.351
O 1.37664 -0.39889 1.82666 -0.562
C 1.02813 -0.25893 0.45911 0.465
C -1.85126 0.53902 -0.08052 -0.256
H -1.38262 -1.62347 -0.51955 0.312
H 0.28535 1.78869 0.65394 0.561
H 0.65272 -1.21220 0.05631 0.124
H -2.47475 -1.32592 0.87172 0.298
H -3.02114 -1.02470 -0.76459 0.367
H 2.70422 1.05297 0.12485 0.362
H -0.45844 0.14490 -1.76383 0.295
C -0.03089 0.81231 0.27905 -0.183
H 3.06214 -0.66620 -0.11481 0.352

=====

(8)
19
Properties=species:S:1:pos:R:3:mulliken_charge:R:1 method="wB97M-V/def2-TZVPD" homo_energy_ev=-7.0 gap_ev=8.061 e_lumo_ev=1.0 spin_multiplicity=1
H -0.44932 -0.82780 -1.52413 0.321
H 1.19868 0.78791 -1.52998 0.308
H 2.60774 -0.29041 -1.43584 0.335
C 1.98627 0.40844 -0.86687 -1.380
H -1.53793 -0.86800 1.36715 0.280
C -0.49067 -1.30102 -0.52931 -0.733
C 1.40347 -0.27996 0.36636 0.695
C -2.34775 0.41679 -0.15090 -1.121
H 0.35696 0.40251 2.17745 0.308
C -1.35799 -0.45480 0.37735 0.534
C 0.39848 0.57801 1.09972 -1.528
H -1.07596 0.79756 0.44973 0.283
H -2.31881 0.68652 -1.20143 0.285
H -0.98303 -2.27480 -0.63930 0.332
H 0.53388 1.65273 0.91674 0.499
H -3.19668 0.71672 0.44983 0.299
H 2.60121 1.26426 -0.56368 0.401
H 2.23009 -0.59340 1.01549 0.308
O 0.77386 -1.53069 0.00884 -0.427

=====

(9)
19
Properties=species:S:1:pos:R:3:mulliken_charge:R:1 method="wB97M-V/def2-TZVPD" homo_energy_ev=-10.0 gap_ev=11.043 e_lumo_ev=1.0 smiles=C[C@@H]1C[C@@H]1[C@@H](C)O spin_multiplicity=1
C -2.07985 -0.95562 0.00744 -1.426
H 0.24436 1.61842 0.79829 0.323
H -2.09530 1.14176 0.66091 0.399
C -1.47522 0.42907 0.11745 0.210
H 2.71299 1.04301 0.08762 0.354
H -2.95303 -0.92122 -0.65465 0.355
H -1.38184 -1.67638 -0.43397 0.310
H 2.19035 0.19106 -1.37926 0.348
O 1.40562 -0.49832 1.77188 -0.564
H -2.41494 -1.34832 0.97399 0.331
H -0.53046 0.23212 -1.86181 0.269
C 2.36703 0.08124 -0.30507 -1.435
C 0.00963 0.71711 0.23159 -0.251
H 0.58260 -0.68810 2.24078 0.318
H 0.73771 -1.29083 -0.02831 0.110
H 3.15070 -0.66313 -0.14120 0.359
C 1.08577 -0.33320 0.39609 0.514
H -0.84740 1.96920 -1.41781 0.276
C -0.70872 0.95211 -1.06394 -0.800

=====

(10)
19
Properties=species:S:1:pos:R:3:mulliken_charge:R:1 method="wB97M-V/def2-TZVPD" homo_energy_ev=-8.6 gap_ev=8.981 e_lumo_ev=0.4 smiles="C=C/C=C/CC.O" spin_multiplicity=1
C -1.82194 -0.25579 0.64161 -0.569
H -2.88779 -0.04972 0.83844 0.332
C 2.57331 1.60236 1.99859 -0.597
H -1.16964 1.82966 0.85599 0.325
C -1.80311 -0.71071 -0.83874 -0.873
H 1.09993 -1.77176 -4.10790 0.320
H 0.36343 -2.43528 -2.93855 0.323
O 0.63419 -2.57297 -3.84364 -0.644
H -1.87360 -1.79748 -0.86143 0.283
H 3.56164 1.79427 1.58843 0.226
H 0.78296 -0.45589 1.43082 0.347
C 0.48633 0.52764 1.07830 -0.172
H 1.68278 2.18232 0.25708 0.264
H -2.53876 -0.16572 -1.41400 0.357
H 2.51706 1.53649 3.08059 0.274
H -0.78496 -0.51343 -1.17852 0.200
C 1.54209 1.53819 1.12909 -0.491
H -1.53363 -1.08534 1.28868 0.270
C -0.83028 0.80315 0.99515 -0.175

=====

So what do the calculations give for relative energy (zero: lowest compared OMol25 entry of this formula, charge and spin)? Going down the list: 144.61, 72.14, 79.99, 8.94, 13.30, 111.33, 92.98, 119.58, 23.76, 69.62 kcal per mole.